[1]
Formula: C3H6N4
Source: OMol25
Level of theory: ωB97M-V/def2-TZVPD

The calculation puts the LUMO energy at 0.4 eV. The HOMO-LUMO gap comes out at 0.36149 Eh. The calculation puts the energy relative to the best compared isomer or geometry (same formula, charge and spin) at 6.9664 eV. For the total energy, the calculation gives -9161.8897 eV. The value obtained for the HOMO energy is -9.4 eV.

CARTESIAN COORDINATES (ANGSTROEM)
C  -0.792  0.780  2.158
C  -0.244  -1.195  -0.597
C  0.081  -0.790  -1.867
H  -1.860  0.068  2.751
H  -0.130  0.887  3.178
H  -0.799  1.758  1.295
H  1.140  -0.399  2.109
H  -0.143  -2.226  0.073
H  -0.102  -1.306  -2.754
N  0.036  -0.181  1.558
N  0.232  -0.093  0.205
N  0.361  0.558  -1.912
N  0.459  0.924  -0.540



[2]
Formula: C3H6N4
Source: OMol25
Level of theory: ωB97M-V/def2-TZVPD

The calculation puts the LUMO energy at 0.9 eV. The HOMO-LUMO gap comes out at 0.35960 Eh. The structure (SMILES) is C=N/N=C/NN=C. The calculation puts the energy relative to the best compared isomer or geometry (same formula, charge and spin) at 5.2944 eV. For the total energy, the calculation gives -9163.5617 eV. The value obtained for the HOMO energy is -8.9 eV.

CARTESIAN COORDINATES (ANGSTROEM)
C  -3.235  0.190  0.153
N  -2.306  -0.504  -0.088
N  -1.211  0.298  -0.162
C  -0.074  -0.199  -0.099
N  1.047  0.387  0.160
N  2.186  -0.433  0.076
C  3.356  0.065  -0.038
H  -3.066  1.216  -0.222
H  -4.318  -0.189  0.423
H  -0.007  -1.390  -0.023
H  1.276  1.261  -0.162
H  4.066  -0.761  -0.047
H  3.758  1.293  0.026



[3]
Formula: C3H6N4
Source: OMol25
Level of theory: ωB97M-V/def2-TZVPD

The calculation puts the LUMO energy at 0.8 eV. The HOMO-LUMO gap comes out at 0.31213 Eh. The structure (SMILES) is [H]/N=C1\CNN=CN1. The calculation puts the energy relative to the best compared isomer or geometry (same formula, charge and spin) at 3.0415 eV. For the total energy, the calculation gives -9165.8146 eV. The value obtained for the HOMO energy is -7.7 eV.

CARTESIAN COORDINATES (ANGSTROEM)
H  2.520  0.602  -0.664
N  2.184  -0.348  -0.368
C  0.962  -0.159  -0.095
C  0.169  1.008  0.369
N  -1.127  0.939  -0.268
N  -1.926  -0.099  -0.296
C  -1.270  -1.196  -0.088
N  0.028  -1.177  0.087
H  0.571  2.012  0.188
H  0.215  1.019  1.540
H  -1.353  1.621  -0.933
H  -1.615  -2.242  0.400
H  0.642  -1.978  0.127



[4]
Formula: C3H6N4
Source: OMol25
Level of theory: ωB97M-V/def2-TZVPD

The calculation puts the LUMO energy at 0.8 eV. The HOMO-LUMO gap comes out at 0.40215 Eh. The structure (SMILES) is Cc1nnn(C)n1. The calculation puts the energy relative to the best compared isomer or geometry (same formula, charge and spin) at 2.9385 eV. For the total energy, the calculation gives -9165.9176 eV. The value obtained for the HOMO energy is -10.1 eV.

CARTESIAN COORDINATES (ANGSTROEM)
C  -2.133  0.581  1.147
C  -0.915  0.371  0.355
N  -0.601  1.176  -0.740
N  0.499  0.822  -1.210
N  0.948  -0.290  -0.746
C  2.213  -0.891  -0.809
N  -0.052  -0.602  0.561
H  -1.920  0.681  2.189
H  -2.615  1.536  0.711
H  -2.799  -0.331  1.084
H  2.503  -0.964  -1.803
H  2.837  -0.213  -0.302
H  2.035  -1.876  -0.438



[5]
Formula: C3H6N4
Source: OMol25
Level of theory: ωB97M-V/def2-TZVPD

The calculation puts the LUMO energy at 0.8 eV. The HOMO-LUMO gap comes out at 0.35621 Eh. The calculation puts the energy relative to the best compared isomer or geometry (same formula, charge and spin) at 5.2430 eV. For the total energy, the calculation gives -9163.6131 eV. The value obtained for the HOMO energy is -8.9 eV.

CARTESIAN COORDINATES (ANGSTROEM)
C  -0.278  0.404  -0.151
C  0.990  1.243  -0.065
C  2.014  0.289  -0.052
H  -2.127  -0.627  1.141
H  -2.250  -1.643  -0.497
H  -1.886  1.369  0.481
H  0.994  2.399  -0.020
H  3.105  0.131  -0.083
H  2.001  -1.997  0.029
N  -2.479  -0.451  -0.001
N  -1.675  0.720  -0.411
N  1.482  -0.981  -0.120
N  0.109  -0.855  -0.252



[6]
Formula: C3H6N4O
Source: OMol25
Level of theory: ωB97M-V/def2-TZVPD

The calculation puts the LUMO energy at 0.7 eV. The HOMO-LUMO gap comes out at 0.34373 Eh. The calculation puts the energy relative to the best compared isomer or geometry (same formula, charge and spin) at 5.2370 eV. For the total energy, the calculation gives -11211.5396 eV. The value obtained for the HOMO energy is -8.7 eV.

CARTESIAN COORDINATES (ANGSTROEM)
C  0.041  -0.097  0.260
C  -0.863  -1.236  0.563
C  0.580  2.030  0.946
N  -0.122  -2.457  -2.792
N  0.643  0.202  -0.830
N  0.068  -1.494  -2.214
N  0.448  -0.389  -2.010
O  0.106  0.749  1.261
H  -1.784  -1.353  -0.001
H  -1.233  -1.077  1.576
H  -0.334  -2.326  0.508
H  0.478  2.740  1.810
H  0.299  2.527  -0.027
H  1.671  2.182  0.950



[7]
Formula: C3H6N4O
Source: OMol25
Level of theory: ωB97M-V/def2-TZVPD

The calculation puts the LUMO energy at 0.6 eV. The HOMO-LUMO gap comes out at 0.37930 Eh. The calculation puts the energy relative to the best compared isomer or geometry (same formula, charge and spin) at 6.4458 eV. For the total energy, the calculation gives -11210.3307 eV. The value obtained for the HOMO energy is -9.8 eV.

CARTESIAN COORDINATES (ANGSTROEM)
C  -1.925  -0.378  0.822
C  1.765  -0.601  0.240
C  0.349  0.849  -0.052
H  -1.883  -1.366  1.502
H  -1.617  0.612  1.428
H  -3.039  0.002  0.577
H  -2.005  -0.980  -0.941
H  2.754  -1.033  0.405
H  -1.161  1.481  -0.421
N  -1.396  -0.372  -0.525
N  -0.209  -0.353  -0.924
N  1.699  0.647  0.342
N  -0.147  1.958  -0.090
O  0.774  -1.388  -0.029



[8]
Formula: C3H6N4O
Source: OMol25
Level of theory: ωB97M-V/def2-TZVPD

The calculation puts the LUMO energy at 0.6 eV. The HOMO-LUMO gap comes out at 0.30368 Eh. The structure (SMILES) is Nc1ncn(O)c1N. The calculation puts the energy relative to the best compared isomer or geometry (same formula, charge and spin) at 4.4837 eV. For the total energy, the calculation gives -11212.2929 eV. The value obtained for the HOMO energy is -7.6 eV.

CARTESIAN COORDINATES (ANGSTROEM)
N  0.925  1.892  -0.876
C  0.566  0.844  -0.059
N  1.218  0.663  1.160
C  0.744  -0.389  1.715
N  -0.114  -1.067  0.877
O  -0.665  -2.244  1.132
C  -0.201  -0.291  -0.230
N  -1.409  -0.606  -1.504
H  0.199  2.357  -1.476
H  1.482  2.650  -0.401
H  1.049  -0.508  2.745
H  -1.585  -2.323  0.883
H  -0.796  -1.283  -1.895
H  -1.413  0.304  -2.070



[9]
Formula: C3H6N4O
Source: OMol25
Level of theory: ωB97M-V/def2-TZVPD

The calculation puts the LUMO energy at 0.8 eV. The HOMO-LUMO gap comes out at 0.33282 Eh. The structure (SMILES) is N/N=c1\ccn(N)o1. The calculation puts the energy relative to the best compared isomer or geometry (same formula, charge and spin) at 6.9917 eV. For the total energy, the calculation gives -11209.7849 eV. The value obtained for the HOMO energy is -8.3 eV.

CARTESIAN COORDINATES (ANGSTROEM)
N  -2.866  0.175  -0.073
N  -1.739  -0.852  0.092
C  -0.612  -0.327  0.064
C  -0.361  1.145  0.059
C  0.955  1.388  -0.027
N  1.509  0.136  -0.289
N  2.712  -0.458  0.149
O  0.459  -0.946  -0.057
H  -3.328  -0.566  -0.937
H  -3.300  0.060  0.848
H  -1.361  1.695  0.403
H  1.591  2.161  -0.040
H  2.547  -0.904  1.074
H  2.978  -1.121  -0.622



[10]
Formula: C3H6N4O
Source: OMol25
Level of theory: ωB97M-V/def2-TZVPD

The calculation puts the LUMO energy at -2.4 eV. The HOMO-LUMO gap comes out at 0.24773 Eh. The calculation puts the energy relative to the best compared isomer or geometry (same formula, charge and spin) at 14.1467 eV. For the total energy, the calculation gives -11202.6299 eV. The value obtained for the HOMO energy is -9.2 eV.

CARTESIAN COORDINATES (ANGSTROEM)
C  2.542  0.227  -0.148
C  -0.083  -0.221  0.117
C  -2.419  -0.386  -0.185
H  -0.170  1.992  1.345
H  2.885  1.198  -0.215
H  2.898  -1.832  0.297
H  0.300  -1.230  0.275
H  -1.981  -1.426  -1.098
H  -4.576  -0.435  -0.752
N  1.153  0.494  0.314
N  3.303  -0.806  0.001
N  -1.163  0.411  0.259
N  -3.538  0.195  0.159
O  0.850  1.819  -0.371